Entry 1:
Formula: C58H68N5O37P
Source: OMol25
Level of theory: ωB97M-V/def2-TZVPD

The geometry in XYZ format:
```
169
Properties=species:S:1:pos:R:3:lowdin_spin:R:1
C 34.147 -26.074 4.330 0.0000
C 32.809 -25.358 4.381 0.0000
C 32.540 -24.973 5.781 0.0000
O 31.303 -24.279 5.831 0.0000
C 29.982 -24.997 5.675 0.0000
N 32.805 -24.157 3.401 0.0018
H 33.712 -23.875 3.060 0.0000
H 32.467 -24.461 2.499 0.0006
H 32.218 -23.336 3.451 0.0000
H 33.999 -26.947 4.966 0.0000
H 35.022 -25.499 4.634 0.0000
H 34.471 -26.447 3.359 0.0000
H 32.064 -26.083 4.054 0.0000
H 33.382 -24.362 6.108 0.0000
H 32.332 -25.830 6.422 0.0000
H 29.603 -24.836 4.666 0.0000
H 29.272 -24.476 6.318 0.0000
H 29.870 -26.037 5.984 0.0000
P 32.156 -24.714 -0.363 0.0094
O 33.683 -24.266 -0.655 0.1232
O 32.106 -25.402 1.038 0.0442
O 31.534 -25.758 -1.404 0.7772
O 31.296 -23.448 -0.321 0.0273
C 38.475 -24.339 5.184 0.0000
O 39.501 -24.595 4.605 0.0000
N 37.923 -24.983 6.205 0.0000
C 36.607 -24.695 6.704 0.0000
C 38.450 -26.127 6.832 0.0000
H 37.883 -23.461 4.882 0.0000
H 35.884 -24.119 6.126 0.0000
H 36.777 -24.310 7.709 0.0000
H 36.036 -25.624 6.696 0.0000
H 38.642 -25.937 7.888 0.0000
H 37.632 -26.842 6.751 0.0000
H 39.317 -26.677 6.466 0.0000
C 30.196 -22.913 10.765 0.0000
O 30.378 -22.277 11.785 0.0000
N 29.715 -24.165 10.688 0.0000
C 29.086 -24.803 11.936 0.0000
C 29.361 -24.663 9.431 0.0000
H 30.415 -22.579 9.739 0.0000
H 29.853 -25.007 12.684 0.0000
H 28.561 -25.728 11.700 0.0000
H 28.394 -24.201 12.525 0.0000
H 29.909 -24.173 8.626 0.0000
H 29.621 -25.721 9.440 0.0000
H 28.309 -24.527 9.180 0.0000
C 32.605 -28.106 8.878 0.0000
O 31.712 -27.842 8.125 0.0000
N 33.001 -27.250 9.867 0.0000
C 32.521 -25.864 9.918 0.0000
C 34.080 -27.579 10.837 0.0000
H 33.072 -29.086 9.060 0.0000
H 33.346 -25.169 9.763 0.0000
H 32.055 -25.662 10.882 0.0000
H 31.880 -25.478 9.125 0.0000
H 34.472 -28.593 10.761 0.0000
H 34.939 -26.913 10.752 0.0000
H 33.668 -27.441 11.837 0.0000
C 31.091 -30.930 6.675 0.0000
O 31.568 -31.777 7.415 0.0000
N 31.437 -30.754 5.399 0.0000
C 32.279 -31.787 4.691 0.0000
C 31.186 -29.529 4.703 0.0000
H 30.447 -30.122 7.055 0.0000
H 32.063 -31.863 3.625 0.0000
H 32.098 -32.824 4.973 0.0000
H 33.362 -31.661 4.720 0.0000
H 32.057 -29.315 4.083 0.0000
H 30.350 -29.608 4.007 0.0000
H 31.112 -28.644 5.335 0.0000
C 28.881 -25.873 0.653 0.0031
C 29.128 -26.169 1.928 0.0011
C 28.166 -26.986 2.786 0.0001
O 28.445 -27.359 3.915 0.0002
C 26.867 -27.278 2.125 0.0002
C 26.641 -26.949 0.820 0.0001
C 27.584 -26.132 -0.083 0.0000
O 27.338 -25.819 -1.284 -0.0002
O 25.410 -27.165 0.250 0.0000
O 30.304 -25.916 2.433 0.0014
H 29.708 -25.325 0.226 0.0018
H 26.005 -27.699 2.622 0.0000
H 25.559 -26.851 -0.645 0.0000
H 30.976 -25.700 1.782 -0.0003
C 29.587 -19.728 6.919 0.0000
C 30.272 -20.767 6.340 0.0000
C 31.094 -20.739 5.028 0.0000
O 31.631 -21.744 4.452 0.0000
C 31.270 -19.340 4.513 0.0000
C 30.441 -18.360 5.020 0.0000
C 29.450 -18.509 6.189 0.0000
O 28.538 -17.684 6.508 0.0000
O 30.498 -17.073 4.533 0.0000
O 30.445 -21.822 7.135 0.0000
H 29.186 -19.898 7.908 0.0000
H 31.942 -19.193 3.680 0.0000
H 31.001 -17.061 3.716 0.0000
H 31.096 -22.351 6.668 0.0000
C 34.156 -19.683 6.672 0.0000
C 34.131 -20.958 6.855 0.0000
C 33.499 -21.550 8.149 0.0000
O 33.199 -22.755 8.282 0.0000
C 33.151 -20.521 9.125 0.0000
C 33.171 -19.216 9.007 0.0000
C 33.774 -18.623 7.705 0.0000
O 33.901 -17.419 7.470 0.0000
O 32.688 -18.397 9.955 0.0000
O 34.548 -21.879 5.978 0.0000
H 34.433 -19.332 5.688 0.0000
H 32.617 -20.830 10.012 0.0000
H 32.708 -18.751 10.847 0.0000
H 34.621 -21.624 5.056 0.0000
C 34.542 -21.155 -0.465 -0.0001
C 34.494 -21.530 0.795 0.0003
C 34.844 -20.707 1.947 0.0002
O 34.896 -21.119 3.144 0.0001
C 35.082 -19.239 1.669 0.0000
C 35.173 -18.831 0.329 0.0000
C 35.101 -19.838 -0.916 0.0000
O 35.437 -19.623 -2.009 0.0000
O 35.425 -17.544 -0.039 0.0000
O 34.004 -22.688 1.222 0.0068
H 34.261 -21.840 -1.252 -0.0002
H 35.174 -18.504 2.456 0.0000
H 35.920 -17.497 -0.860 0.0000
H 33.787 -23.200 0.440 0.0042
C 34.255 -30.570 0.134 0.0000
C 35.400 -29.923 -0.286 0.0000
C 35.513 -28.440 -0.058 0.0000
O 36.437 -27.673 -0.352 0.0000
C 34.332 -27.818 0.603 -0.0004
C 33.199 -28.461 0.985 -0.0004
C 33.087 -29.979 0.844 0.0000
O 32.162 -30.666 1.240 0.0000
O 32.211 -27.817 1.630 -0.0006
O 36.424 -30.545 -0.951 0.0000
H 33.981 -31.592 -0.081 0.0000
H 34.267 -26.757 0.797 -0.0003
H 32.324 -26.868 1.538 -0.0003
H 37.128 -29.901 -1.056 0.0000
C 28.200 -22.888 0.351 0.0001
C 28.766 -22.784 1.559 0.0000
C 27.996 -22.817 2.818 0.0000
O 28.370 -22.671 3.983 0.0000
C 26.574 -22.987 2.495 0.0000
C 25.990 -23.085 1.310 0.0000
C 26.691 -22.945 0.066 0.0000
O 26.205 -22.657 -1.029 0.0000
O 24.608 -23.128 1.281 0.0000
O 30.091 -22.508 1.765 -0.0001
H 28.734 -22.766 -0.580 0.0000
H 25.962 -23.297 3.329 0.0000
H 24.245 -23.298 0.409 0.0000
H 30.597 -22.924 1.063 -0.0002
C 24.189 -20.325 6.592 0.0000
C 23.022 -20.880 6.903 0.0000
C 22.918 -22.432 6.985 0.0000
O 21.900 -23.074 7.306 0.0000
C 24.215 -23.155 6.724 0.0000
C 25.317 -22.525 6.313 0.0000
C 25.411 -21.072 6.207 0.0000
O 26.337 -20.517 5.683 0.0000
O 26.443 -23.241 6.058 0.0000
O 21.871 -20.286 7.328 0.0000
H 24.311 -19.263 6.744 0.0000
H 24.096 -24.227 6.662 0.0000
H 27.139 -22.623 5.821 0.0000
H 22.058 -19.378 7.581 0.0000
```

Net charge: -1
E_HOMO (spin up / spin down) (eV): -6.9 / -6.9
Multiplicity: 2

Entry 2:
Formula: C21H49BClGaNO2S
Source: OMol25
Level of theory: ωB97M-V/def2-TZVPD

The geometry in XYZ format:
```
77
Properties=species:S:1:pos:R:3:mulliken_charge:R:1
C -0.992 2.218 3.598 -1.1048
C -1.639 1.017 2.875 -0.0015
B -3.083 1.301 2.305 0.5483
O -3.319 0.837 1.040 -0.9491
Ga -4.661 2.266 3.290 0.4845
O -5.368 1.369 4.751 -0.6537
Cl -6.391 2.564 1.825 -0.5003
N -4.055 4.109 3.817 -0.2751
C -3.819 4.721 2.840 0.2207
S -3.149 5.423 1.549 -0.4140
H -0.980 2.084 4.663 0.1995
H -1.501 3.132 3.349 0.3054
H 0.020 2.352 3.259 0.3792
H -1.664 0.166 3.542 0.1223
H -0.997 0.732 2.051 0.0307
H -4.211 1.086 0.782 0.2477
H -5.875 0.625 4.437 0.2377
C 0.692 -0.521 6.390 -1.1154
C -0.066 -1.748 5.890 -0.4404
C -1.463 -1.885 6.492 -0.4578
C -1.497 -2.057 8.011 -0.8546
C -0.707 -3.253 8.542 -0.3778
C -1.224 -4.596 8.032 -1.1889
H 0.864 -0.560 7.467 0.3483
H 1.666 -0.448 5.903 0.3674
H 0.135 0.390 6.165 0.1802
H 0.524 -2.649 6.087 0.3525
H -0.164 -1.681 4.804 0.3140
H -1.972 -2.728 6.016 0.3274
H -2.050 -0.999 6.231 0.3100
H -2.541 -2.154 8.324 0.3985
H -1.124 -1.148 8.490 0.3227
H -0.761 -3.246 9.634 0.3674
H 0.351 -3.149 8.288 0.2319
H -2.270 -4.740 8.310 0.2917
H -0.647 -5.419 8.459 0.3775
H -1.148 -4.671 6.947 0.2833
C -0.974 -1.064 -0.361 -0.9443
C 0.027 -0.524 -1.380 -0.4805
C -0.639 0.115 -2.597 -0.0940
C -1.502 -0.833 -3.431 -0.7150
C -0.772 -2.064 -3.967 -0.4912
C 0.379 -1.720 -4.907 -1.0692
H -1.592 -1.859 -0.784 0.3308
H -0.451 -1.478 0.504 0.3881
H -1.633 -0.272 -0.006 0.0602
H 0.706 -1.324 -1.695 0.2558
H 0.651 0.230 -0.894 0.3846
H 0.134 0.561 -3.232 -0.2079
H -1.266 0.946 -2.261 0.4162
H -1.916 -0.272 -4.275 0.3957
H -2.360 -1.161 -2.839 0.3192
H -1.493 -2.689 -4.502 0.3780
H -0.398 -2.671 -3.138 0.2525
H 0.019 -1.145 -5.764 0.2594
H 0.854 -2.627 -5.286 0.4458
H 1.147 -1.132 -4.402 0.2085
C 5.961 1.703 -8.103 -1.2115
C 5.320 1.143 -6.836 -0.4554
C 3.981 0.452 -7.087 -0.4677
C 2.885 1.355 -7.654 -0.6784
C 2.556 2.580 -6.802 -0.5150
C 2.034 2.226 -5.413 -1.0277
H 5.337 2.469 -8.567 0.2810
H 6.926 2.159 -7.878 0.3801
H 6.126 0.911 -8.837 0.2920
H 5.199 1.945 -6.103 0.2400
H 6.004 0.420 -6.385 0.3907
H 3.635 0.002 -6.152 0.1692
H 4.137 -0.382 -7.779 0.3882
H 1.977 0.757 -7.779 0.3562
H 3.166 1.686 -8.658 0.3390
H 1.799 3.170 -7.325 0.3555
H 3.434 3.225 -6.711 0.2796
H 1.131 1.616 -5.484 0.1658
H 1.785 3.129 -4.853 0.4382
H 2.773 1.674 -4.832 0.2724
```

Net charge: -1
E_HOMO (eV): -5.2
Multiplicity: 1

Entry 3:
Formula: C3H3ClO2
Source: OMol25
Level of theory: ωB97M-V/def2-TZVPD

The geometry in XYZ format:
```
9
Properties=species:S:1:pos:R:3:nbo_charge:R:1
C 1.480 -0.432 0.381 0.7952
C 3.410 1.096 0.263 0.2125
C 0.031 -0.108 0.150 -0.7216
O 1.936 -1.515 0.394 -0.4990
O 2.215 0.732 0.612 -0.5395
Cl 4.379 0.026 -0.611 0.0079
H -0.571 -0.944 0.475 0.2524
H -0.112 -0.007 -0.864 0.2437
H 0.070 0.918 0.670 0.2485
```

Relative energy (zero: lowest compared OMol25 entry of this formula, charge and spin) (kcal per mole): 62.9
Net charge: 0
E_HOMO (eV): -9.0
Multiplicity: 1

Entry 4:
Formula: C48H122N8O17
Source: OMol25
Level of theory: ωB97M-V/def2-TZVPD

The geometry in XYZ format:
```
195
Properties=species:S:1:pos:R:3:lowdin_spin:R:1
C 0.188 1.066 4.137 0.0352
O -0.245 2.311 4.780 0.0314
C -0.810 2.192 6.100 0.0563
C -1.415 3.549 6.336 0.0126
N -2.524 3.790 5.396 0.0018
C -2.685 5.252 5.191 0.0026
C -3.660 5.593 4.007 0.0016
O -3.157 5.317 2.680 0.0005
C -2.247 6.367 2.099 0.0024
H -0.662 0.521 3.727 0.0124
H 0.739 0.420 4.821 0.0210
H 0.901 1.277 3.340 0.0047
H 0.035 2.022 6.767 0.0297
H -1.537 1.380 6.095 0.0246
H -0.632 4.304 6.394 0.0024
H -1.782 3.573 7.363 0.0037
H -2.345 3.293 4.536 0.0012
H -1.731 5.755 5.033 0.0007
H -3.075 5.533 6.170 0.0004
H -3.831 6.670 4.010 0.0003
H -4.599 5.052 3.884 0.0010
H -2.612 7.322 2.478 0.0004
H -2.318 6.522 1.023 0.0005
H -1.195 6.404 2.383 0.0007
C -7.024 -4.433 -8.774 0.0000
O -6.984 -3.905 -7.482 0.0001
C -6.618 -4.858 -6.472 0.0002
C -6.830 -4.192 -5.020 0.0004
N -5.899 -3.119 -4.755 0.0003
C -6.325 -2.241 -3.641 0.0028
C -5.194 -1.384 -3.248 0.0063
O -4.063 -2.203 -2.819 0.0033
C -3.266 -1.615 -1.859 0.0198
H -7.782 -5.215 -8.817 0.0000
H -6.027 -4.819 -8.985 0.0000
H -7.108 -3.667 -9.545 0.0000
H -5.573 -5.164 -6.523 0.0001
H -7.216 -5.760 -6.600 0.0000
H -6.722 -4.962 -4.256 0.0002
H -7.886 -3.931 -4.954 0.0000
H -5.127 -3.588 -4.305 0.0002
H -6.753 -2.834 -2.833 0.0008
H -7.247 -1.781 -3.996 0.0004
H -5.575 -0.822 -2.396 0.0028
H -5.020 -0.695 -4.075 0.0019
H -2.508 -2.371 -1.652 0.0039
H -3.731 -1.192 -0.968 0.0062
H -2.621 -0.896 -2.364 0.0012
C 0.156 -3.567 4.382 0.0503
O 0.353 -4.167 5.656 0.0120
C 1.277 -3.409 6.512 0.0537
C 1.227 -4.067 7.914 0.0408
N 1.763 -5.412 7.908 0.0028
C 1.830 -6.088 9.212 0.0044
C 2.844 -7.311 9.163 0.0029
O 2.401 -8.287 10.120 0.0003
C 2.270 -7.854 11.483 0.0015
H -0.389 -4.229 3.710 0.0125
H 1.085 -3.240 3.914 0.0040
H -0.462 -2.674 4.477 0.0215
H 0.925 -2.379 6.565 0.0299
H 2.215 -3.384 5.958 0.0118
H 0.190 -3.914 8.213 0.0087
H 1.786 -3.439 8.608 0.0149
H 0.949 -5.881 7.535 0.0006
H 0.786 -6.290 9.454 0.0009
H 2.140 -5.405 10.003 0.0018
H 3.839 -6.893 9.317 0.0017
H 2.767 -7.829 8.207 0.0007
H 1.347 -7.295 11.638 0.0004
H 3.141 -7.233 11.692 0.0003
H 2.345 -8.612 12.262 0.0001
C 1.583 3.135 -4.573 0.0075
O 0.479 3.971 -4.129 0.0005
C -0.813 3.309 -3.850 0.0035
C -0.680 2.361 -2.571 0.0022
N -0.688 3.180 -1.373 0.0008
C 0.376 4.170 -1.236 0.0015
C 0.387 4.594 0.279 0.0016
O 1.244 3.835 1.110 0.0090
C 1.356 4.308 2.499 0.0171
H 2.194 2.581 -3.860 0.0037
H 2.312 3.816 -5.012 0.0012
H 1.220 2.511 -5.390 0.0017
H -1.025 2.842 -4.812 0.0013
H -1.631 4.010 -3.687 0.0007
H 0.267 1.823 -2.616 0.0008
H -1.504 1.702 -2.296 0.0010
H -0.856 2.681 -0.511 0.0000
H 0.192 5.120 -1.737 0.0004
H 1.303 3.691 -1.550 0.0009
H -0.621 4.628 0.693 0.0002
H 0.752 5.622 0.288 0.0007
H 2.132 3.822 3.091 0.0140
H 0.347 4.255 2.906 0.0007
H 1.739 5.329 2.516 0.0027
C -8.685 9.165 -6.366 0.0001
O -8.315 8.763 -4.972 0.0001
C -9.400 7.976 -4.355 0.0001
C -9.130 7.946 -2.811 0.0001
N -7.760 7.644 -2.360 0.0001
C -7.291 6.295 -2.699 0.0011
C -5.946 6.020 -1.908 0.0021
O -6.150 5.028 -0.916 0.0026
C -4.912 4.545 -0.454 0.0031
H -8.468 8.332 -7.035 0.0000
H -7.977 9.942 -6.656 0.0000
H -9.759 9.306 -6.483 0.0000
H -9.321 6.983 -4.799 0.0000
H -10.430 8.257 -4.575 0.0000
H -9.787 7.248 -2.294 0.0000
H -9.443 8.915 -2.421 0.0000
H -7.171 8.363 -2.754 0.0000
H -7.050 6.131 -3.750 0.0003
H -8.110 5.588 -2.564 0.0001
H -5.805 6.852 -1.219 0.0002
H -5.074 5.861 -2.542 0.0006
H -4.721 5.191 0.404 0.0001
H -4.057 4.595 -1.128 0.0003
H -4.999 3.536 -0.050 0.0022
C -2.449 1.975 1.642 0.0177
O -1.461 1.712 0.697 0.0066
C -1.211 0.283 0.732 0.0165
C 0.293 0.292 0.203 0.0038
N 0.890 -1.020 0.162 0.0030
C 2.307 -1.024 -0.232 0.0053
C 3.320 -0.820 0.891 0.0110
O 2.834 -1.529 2.063 0.0083
C 3.549 -1.282 3.242 0.0744
H -2.864 2.950 1.387 0.0003
H -2.125 1.996 2.683 0.0024
H -3.274 1.264 1.596 0.0119
H -1.967 -0.237 0.143 0.0015
H -1.244 -0.216 1.701 0.0144
H 0.861 0.839 0.955 0.0018
H 0.379 0.857 -0.725 0.0003
H 0.875 -1.405 1.095 0.0040
H 2.484 -0.248 -0.977 0.0026
H 2.617 -1.885 -0.823 0.0003
H 3.716 0.182 1.059 0.0084
H 4.128 -1.406 0.453 0.0019
H 4.619 -1.414 3.081 0.0106
H 3.144 -1.838 4.087 0.0113
H 3.524 -0.196 3.330 0.0216
C 6.172 -2.906 -2.446 0.0046
O 6.904 -1.752 -2.886 0.0060
C 8.272 -2.080 -3.291 0.0025
C 8.887 -0.904 -4.109 0.0008
N 8.202 -0.877 -5.436 0.0002
C 8.356 0.350 -6.263 0.0004
C 7.403 1.465 -5.808 0.0022
O 7.133 2.372 -6.895 0.0010
C 6.032 2.084 -7.770 0.0025
H 5.842 -3.585 -3.233 0.0005
H 5.216 -2.636 -1.997 0.0006
H 6.842 -3.502 -1.828 0.0002
H 8.325 -3.035 -3.813 0.0002
H 8.757 -2.219 -2.325 0.0011
H 9.943 -1.072 -4.322 0.0000
H 8.663 -0.050 -3.470 0.0005
H 7.225 -1.024 -5.226 0.0006
H 8.061 0.158 -7.295 0.0000
H 9.328 0.842 -6.292 0.0000
H 7.949 1.962 -5.006 0.0005
H 6.542 1.000 -5.328 0.0016
H 5.103 2.029 -7.202 0.0010
H 6.096 1.137 -8.305 0.0002
H 5.831 2.904 -8.459 0.0003
C 6.224 -6.881 3.581 0.0060
O 6.992 -5.699 3.452 0.0061
C 6.360 -4.684 2.800 0.0093
C 6.183 -4.843 1.272 0.0033
N 4.973 -5.518 0.805 0.0007
C 3.769 -4.672 0.902 0.0029
C 2.807 -4.974 -0.279 0.0055
O 3.449 -4.810 -1.600 0.0007
C 2.729 -5.508 -2.570 0.0023
H 5.875 -7.295 2.635 0.0003
H 5.383 -6.661 4.238 0.0022
H 6.865 -7.569 4.133 0.0007
H 7.007 -3.810 2.873 0.0050
H 5.523 -4.647 3.498 0.0038
H 7.018 -5.388 0.831 0.0003
H 6.235 -3.838 0.853 0.0018
H 5.005 -5.660 -0.194 0.0000
H 3.858 -3.589 0.811 0.0004
H 3.316 -4.932 1.858 0.0034
H 1.883 -4.411 -0.144 0.0035
H 2.672 -6.051 -0.182 0.0011
H 2.770 -6.588 -2.428 0.0002
H 3.250 -5.298 -3.504 0.0004
H 1.726 -5.118 -2.744 0.0004
O 0.528 -2.618 -2.187 0.0044
H -0.036 -1.951 -2.580 0.0021
H 0.808 -2.236 -1.355 0.0006
```

Net charge: -1
E_HOMO (spin up / spin down) (eV): 0.6 / -6.3
Multiplicity: 2

| no. | DFT total energy (eV) |
| --- | --- |
| 1 | -153738.8865 |
| 2 | -104574.0018 |
| 3 | -19773.9596 |
| 4 | -98464.0551 |